[1]
The following is a DFT calculation (ωB97M-V with the def2-TZVPD basis set) of C24H63O23S7V as an isolated structure at a distorted geometry.

Last column: Mulliken charge in e.
Positions of all 118 atoms, in Å:
O -0.5606 -0.7106 -0.8836  0.0708
V 0.4424 0.0383 0.0460  2.5111
C 4.3814 1.2301 1.2972  -0.6471
C 3.1490 0.9843 2.1710  1.0905
C 3.1229 1.8778 3.3991  -1.9348
O 1.9229 0.9425 1.4470  -0.2493
H 5.3383 0.8772 1.6819  0.5367
H 4.4935 2.3106 1.2073  0.4501
H 4.2886 0.6487 0.3800  -0.4911
H 3.2651 0.0447 2.7111  -0.7917
H 2.2572 1.5956 3.9983  0.2678
H 3.0512 2.9400 3.1652  0.3615
H 4.0865 1.7893 3.9008  0.4384
O -2.3717 2.8704 -3.9121  -0.6420
S -2.0769 1.4289 -3.9582  0.8835
O -1.7758 0.7578 -2.7064  -0.3429
O -3.3325 0.6536 -4.7052  -0.3421
C -3.3766 -0.7088 -4.5249  0.3509
C -4.1127 -1.1083 -5.8542  -1.2890
C -0.7815 1.1473 -5.2699  -0.9714
H -3.9464 -0.9966 -3.6413  -0.0897
H -2.3969 -1.1866 -4.5334  0.2829
H -5.1905 -1.1772 -5.7073  0.3027
H -3.7471 -2.0950 -6.1386  0.3756
H -3.8477 -0.4288 -6.6643  0.3577
H -0.2986 0.1931 -5.0592  0.2442
H -0.1355 2.0131 -5.1242  0.3751
H -1.2041 1.2069 -6.2729  0.4425
O -2.7736 -2.1020 0.1970  -0.4976
S -4.1538 -2.6675 0.1539  0.9121
O -5.1904 -2.3076 1.1187  -0.7050
O -4.7900 -2.3871 -1.3812  -0.0182
C -5.9613 -3.1749 -1.7255  -0.3749
C -6.3588 -2.6316 -3.0703  -1.1946
C -4.0251 -4.5017 0.1336  -0.9999
H -6.7501 -3.1404 -0.9740  0.3796
H -5.6255 -4.1969 -1.9012  0.3303
H -5.8244 -3.2706 -3.7733  0.2949
H -6.1738 -1.5747 -3.2625  0.2416
H -7.4070 -2.9078 -3.1850  0.4548
H -3.1930 -4.8107 0.7661  0.2355
H -3.7436 -4.8298 -0.8670  0.3383
H -4.9341 -4.9185 0.5672  0.4012
O -0.2421 -1.3443 1.9611  0.3417
S -0.8014 -2.4859 2.6528  0.7535
O -1.1054 -3.7471 1.9850  -0.6629
O 0.0999 -2.8471 3.9876  -0.2440
C 0.6376 -1.8261 4.7781  0.8123
C 2.1491 -1.9007 4.9212  -1.1352
C -2.3730 -2.0567 3.6074  -0.9329
H 0.2609 -1.7579 5.7987  0.4204
H 0.4979 -0.8364 4.3433  -0.7534
H 2.6112 -0.9737 5.2606  0.4203
H 2.5787 -2.0360 3.9286  -0.0455
H 2.4360 -2.7783 5.5005  0.3886
H -3.1532 -1.8707 2.8692  0.1781
H -2.2446 -1.1516 4.2011  0.2507
H -2.6412 -2.8667 4.2857  0.4831
O -3.2417 0.8274 2.7139  -0.6377
S -2.1068 1.5091 2.1142  0.5497
O -1.3655 0.9661 0.9555  -0.7215
O -2.5230 3.0413 1.7463  0.0252
C -3.5207 3.7514 2.5304  -0.1248
C -3.5807 5.2322 2.3747  -1.3733
C -0.7919 1.8727 3.3793  -0.1882
H -3.4191 3.5356 3.5940  0.3397
H -4.5363 3.4291 2.3004  0.2732
H -2.6393 5.7802 2.3340  0.3613
H -4.2056 5.7250 3.1195  0.3740
H -3.9268 5.5731 1.3990  0.2973
H -0.0542 2.5750 2.9914  0.2060
H -0.4803 0.8862 3.7225  -0.5303
H -1.3019 2.4964 4.1135  0.6809
O 3.1010 -3.9581 -0.5248  -0.6670
S 2.8663 -3.0418 0.5504  0.6819
O 1.7752 -2.0812 0.3562  -0.8982
O 2.6548 -3.8563 1.9542  -0.0368
C 3.3029 -5.1025 2.1056  -0.3419
C 2.5010 -5.9648 3.1429  -1.1847
C 4.4656 -2.2153 1.0116  -0.6490
H 4.2546 -4.8158 2.5529  0.2362
H 3.5097 -5.5437 1.1306  0.4481
H 2.2936 -5.4949 4.1044  0.2314
H 3.0438 -6.8874 3.3486  0.4419
H 1.5841 -6.4036 2.7495  0.3152
H 4.3000 -1.6541 1.9313  0.1180
H 4.7126 -1.4259 0.3018  0.0725
H 5.2155 -2.9846 1.1961  0.5371
O 0.4491 1.9183 -1.0414  0.1716
S 0.9764 3.0184 -1.8595  0.9973
O 1.6992 2.7812 -3.1083  -0.6765
O -0.2861 3.9941 -2.2209  -0.2860
C -1.3400 4.1431 -1.2506  0.4711
C -2.0476 5.4595 -1.4731  -1.4275
C 1.9737 4.1415 -0.8542  -0.6177
H -0.9404 4.1014 -0.2373  0.3338
H -2.0926 3.3838 -1.4632  0.0724
H -2.5954 5.5644 -2.4096  0.3220
H -1.2873 6.2262 -1.3241  0.3828
H -2.8744 5.5818 -0.7735  0.1689
H 2.5329 4.8381 -1.4788  0.3717
H 2.5798 3.5297 -0.1859  -0.0162
H 1.1979 4.6768 -0.3069  0.3541
O 4.2380 -1.1857 -1.9297  -0.5837
S 3.2870 -0.1485 -2.2451  0.6216
O 1.9174 -0.1422 -1.6449  -0.2125
O 4.0485 1.3018 -2.0198  -0.1228
C 5.3877 1.6172 -2.5744  -0.3502
C 6.1843 2.2428 -1.3661  -1.1540
C 3.0608 -0.0926 -4.1057  -1.0569
H 5.4073 2.3960 -3.3367  0.2794
H 5.9669 0.7872 -2.9790  0.4434
H 7.2047 2.5772 -1.5532  0.4342
H 6.2460 1.4630 -0.6071  0.2642
H 5.7137 3.1122 -0.9070  0.2665
H 4.0637 -0.0673 -4.5318  0.4346
H 2.4649 0.7633 -4.4226  0.2060
H 2.5274 -0.9910 -4.4163  0.4488

Properties
HOMO energy (alpha / beta) = -0.38982 / -0.39110 Ha
spin multiplicity = 2
LUMO energy (alpha / beta) = -2.46 / -1.92 eV
net charge = +1
HOMO-LUMO gap (alpha / beta) = 8.2 / 8.7 eV

=====

[2]
The following is a DFT calculation (ωB97M-V with the def2-TZVPD basis set) of a 7-piece molecular cluster, C24H64FN2O10PS overall.

Last column: Mulliken charge in e.
Positions of all 103 atoms, in Å:
N 4.6674 -2.5249 0.2648  -0.4658
P 5.4358 -2.4119 -1.0521  0.6608
O 5.5585 -0.9497 -1.6553  -0.4789
O 4.9284 -3.3677 -2.2198  -0.4633
N 7.1044 -2.8046 -1.0349  -0.2623
S 8.3131 -1.8901 -0.4138  1.1425
O 9.4314 -2.7409 -0.2435  -0.5616
O 8.3649 -0.6338 -1.0530  -0.5038
F 7.7631 -1.6097 1.0264  -0.1984
H 3.8887 -3.1714 0.2447  0.1989
H 4.9012 -0.3852 -1.2300  0.3420
H 5.3863 -3.2500 -3.0615  0.3043
H 7.2353 -3.7699 -0.7433  0.2913
C 4.0696 -0.2042 2.8713  -1.1477
C 2.6688 0.0016 2.3243  -0.2922
O 1.8013 -1.1031 2.5105  -0.2318
C 1.5621 -1.4891 3.8539  -0.5703
C 0.9289 -0.4020 4.7027  -0.9582
H 4.5089 -1.1002 2.4319  0.2607
H 4.6912 0.6539 2.6080  0.4058
H 4.0865 -0.3006 3.9580  0.3315
H 2.7160 0.1239 1.2407  0.2722
H 2.2234 0.9171 2.7324  0.3174
H 2.4844 -1.8560 4.3193  0.3152
H 0.8839 -2.3410 3.7781  0.3855
H 1.5848 0.4616 4.8237  0.2446
H 0.7065 -0.7881 5.6987  0.4649
H -0.0026 -0.0496 4.2605  0.2225
C -0.5645 -2.8906 -5.4057  -0.6269
C 0.8666 -2.5814 -5.8056  -0.6315
O 1.7650 -2.5031 -4.7106  -0.3977
C 1.8876 -3.6803 -3.9289  0.0824
C 2.4036 -4.8844 -4.6984  -1.2263
H -0.9278 -2.1485 -4.6922  0.0549
H -1.2148 -2.8769 -6.2814  0.4320
H -0.6604 -3.8754 -4.9474  0.2928
H 0.9193 -1.5994 -6.2764  0.3597
H 1.2203 -3.3100 -6.5442  0.3293
H 0.9393 -3.9228 -3.4368  0.1372
H 2.5922 -3.4210 -3.1409  0.1570
H 1.7133 -5.2042 -5.4797  0.3652
H 2.5386 -5.7239 -4.0151  0.4121
H 3.3636 -4.6604 -5.1678  0.2673
C -2.0019 3.2400 7.2653  -1.1321
C -0.9542 2.8307 6.2446  -0.2929
O -1.4393 1.9707 5.2293  -0.3164
C -2.4840 2.4854 4.4200  -0.4252
C -2.1163 3.7501 3.6659  -0.9313
H -2.4542 2.3605 7.7253  0.3164
H -1.5362 3.8399 8.0484  0.3942
H -2.7961 3.8400 6.8195  0.2745
H -0.1645 2.2586 6.7334  0.3193
H -0.4837 3.7191 5.8075  0.2969
H -3.3907 2.6457 5.0152  0.3047
H -2.7048 1.6819 3.7159  0.2966
H -1.9105 4.5887 4.3313  0.1966
H -2.9384 4.0479 3.0139  0.4619
H -1.2300 3.5863 3.0509  0.2518
C -5.3399 -3.1317 -3.6088  -1.3091
C -4.2009 -3.1352 -4.6122  0.4713
O -4.1144 -4.3105 -5.3977  -0.4345
C -5.2404 -4.6007 -6.2072  -0.3364
C -5.5620 -3.5276 -7.2330  -1.0477
H -5.2686 -3.9915 -2.9410  0.3404
H -5.2916 -2.2222 -3.0077  0.3634
H -6.3185 -3.1576 -4.0899  0.3954
H -3.2470 -3.0875 -4.0851  -0.3281
H -4.2535 -2.2455 -5.2513  0.2887
H -6.1200 -4.8082 -5.5870  0.3114
H -4.9812 -5.5308 -6.7135  0.3527
H -5.8567 -2.5869 -6.7664  0.2686
H -6.3913 -3.8572 -7.8603  0.4050
H -4.6990 -3.3367 -7.8723  0.2714
C -1.1669 9.5031 2.9596  -1.0679
C -0.6483 8.2011 3.5451  -0.3477
O -0.8595 7.0689 2.7199  -0.3664
C -0.2505 7.1067 1.4410  -0.3331
C 1.2629 7.2299 1.4761  -1.0817
H -2.2291 9.4225 2.7256  0.3036
H -1.0313 10.3094 3.6816  0.3858
H -0.6364 9.7844 2.0492  0.2682
H -1.1831 7.9714 4.4673  0.3061
H 0.4120 8.2982 3.8055  0.3238
H -0.6829 7.9072 0.8297  0.3077
H -0.5339 6.1622 0.9756  0.3395
H 1.5894 8.1765 1.9082  0.2658
H 1.6583 7.1786 0.4608  0.3983
H 1.7005 6.4186 2.0594  0.2930
C -1.8283 -1.5077 1.7694  -0.5476
C -0.8156 -1.9278 0.7189  -0.0944
O -1.3506 -2.7544 -0.3069  -0.5230
C -2.3948 -2.1812 -1.0692  -0.1414
C -2.0005 -0.9174 -1.8165  -0.9921
H -2.2902 -2.3820 2.2312  0.2949
H -1.3218 -0.9308 2.5443  -0.1217
H -2.6215 -0.8823 1.3563  0.3119
H -0.0277 -2.5191 1.1820  0.1775
H -0.3267 -1.0470 0.2897  0.2262
H -3.2751 -1.9939 -0.4426  0.2500
H -2.6753 -2.9533 -1.7878  0.1813
H -1.7359 -0.1040 -1.1400  0.3835
H -2.8361 -0.5763 -2.4310  0.3794
H -1.1455 -1.1096 -2.4671  0.1598

Properties
HOMO energy = -0.34625 Ha
SMILES = N=P(O)(O)NS(=O)(=O)F.CCOCC.CCOCC.CCOCC.CCOCC.CCOCC.CCOCC
LUMO energy = 0.29 eV
net charge = 0
HOMO-LUMO gap = 9.7 eV

=====

[3]
The following is a DFT calculation (ωB97M-V with the def2-TZVPD basis set) of C24H64MgO10Zr as an isolated structure at a distorted geometry.

Last column: Mulliken charge in e.
Positions of all 100 atoms, in Å:
Zr 18.3681 4.7166 -10.1127  1.5508
Mg 18.8175 6.4914 -13.7092  0.9278
C 18.1622 8.0056 -6.8534  -0.8883
C 19.1669 7.0283 -7.5178  0.8390
C 20.0419 6.3031 -6.4906  -1.6475
O 18.5567 6.0944 -8.3828  -0.4580
H 18.6852 8.7266 -6.2252  0.4238
H 17.5240 7.3835 -6.2259  0.4778
H 17.6442 8.5726 -7.6269  -0.2072
H 19.7891 7.7155 -8.0912  -0.0965
H 20.8587 5.7238 -6.9210  0.4268
H 19.5607 5.7200 -5.7053  0.3680
H 20.6392 7.0279 -5.9375  0.4255
C 17.1929 8.8486 -16.3856  -0.8570
C 18.7276 8.7049 -16.1944  0.6929
C 19.4202 10.1104 -16.1126  -1.2994
O 19.0316 7.8542 -15.1265  -0.1065
H 16.6172 7.9274 -16.2963  0.0951
H 16.9022 9.3326 -17.3179  0.5215
H 16.7906 9.5157 -15.6231  -0.0578
H 19.1115 8.3238 -17.1407  0.3018
H 20.4720 10.0200 -16.3837  0.4138
H 19.4624 10.5110 -15.0997  0.2753
H 19.1036 10.8400 -16.8580  0.4182
C 14.2280 3.4797 -10.6910  -0.8461
C 14.9707 3.8820 -9.4582  0.8101
C 15.1032 2.6942 -8.5033  -1.6443
O 16.2322 4.4240 -9.6924  -0.4626
H 14.0742 4.3209 -11.3668  -0.1832
H 13.2488 3.0732 -10.4384  0.4689
H 14.7423 2.7777 -11.3473  0.3242
H 14.3655 4.6304 -8.9466  0.1113
H 15.7286 2.9231 -7.6404  0.3858
H 15.6160 1.8463 -8.9574  0.3888
H 14.1478 2.2883 -8.1707  0.4182
C 15.6503 7.1588 -11.5463  -0.6998
C 17.1643 7.4443 -11.7773  2.6772
C 17.6187 8.7796 -11.1432  1.0544
O 18.0225 6.2864 -11.7190  -0.0268
H 14.9998 7.9221 -11.9733  -0.1692
H 15.3039 7.0584 -10.5176  0.1917
H 15.3222 6.2325 -12.0180  -0.5482
H 17.1361 7.6689 -12.8436  -1.2528
H 17.8356 8.7044 -10.0776  -1.0922
H 16.8194 9.5046 -11.2964  -0.5403
H 18.5147 9.1715 -11.6246  0.2417
C 14.7790 9.0621 -8.3784  -1.0355
C 14.7259 10.0181 -9.5587  1.0677
O 13.5702 10.7961 -9.3243  -0.6301
H 15.0750 9.6148 -7.4868  0.3648
H 15.5818 8.3441 -8.5460  -0.0005
H 13.9163 8.4406 -8.1383  0.3647
H 14.6407 9.5223 -10.5257  -0.3708
H 15.6444 10.6049 -9.5486  -0.0231
H 13.5447 11.5410 -9.9293  0.3614
C 14.9604 5.7888 -14.7882  -1.1163
C 16.0667 4.8563 -14.3982  0.0818
O 17.3139 5.4162 -14.6724  -0.3749
H 13.9758 5.3638 -14.5929  0.4340
H 14.8996 5.9320 -15.8671  0.4379
H 15.0251 6.7808 -14.3410  0.1368
H 15.8860 3.9202 -14.9267  0.4918
H 15.9889 4.5665 -13.3503  -0.2202
H 17.4895 5.1857 -15.5876  0.3382
C 18.3572 11.9156 -7.9248  -1.1450
C 19.4394 11.0363 -8.5779  0.6503
O 20.2848 11.8389 -9.3894  -0.5403
H 17.7168 11.2763 -7.3171  0.2400
H 17.7761 12.4159 -8.6995  0.2815
H 18.7972 12.6444 -7.2442  0.4591
H 18.9693 10.2427 -9.1585  -0.4950
H 20.0250 10.5090 -7.8248  0.2391
H 20.7543 12.4704 -8.8396  0.3438
C 14.5410 10.6838 -13.8899  -0.9902
C 16.0520 10.9785 -13.6229  0.6255
O 16.1787 11.7026 -12.3890  -0.4954
H 14.1054 10.1780 -13.0282  0.0998
H 14.4622 9.9875 -14.7248  0.2709
H 14.0234 11.6281 -14.0582  0.3986
H 16.5225 11.5204 -14.4433  0.5254
H 16.5290 9.9984 -13.6100  -0.6308
H 17.1274 11.7405 -12.2467  0.2766
C 11.6370 7.8433 -12.0600  -0.8177
C 11.8500 6.7230 -11.0529  0.3289
O 10.6963 6.4355 -10.2692  -0.5679
H 11.1722 7.3659 -12.9227  0.4291
H 12.6177 8.2243 -12.3449  -0.0439
H 10.9890 8.6318 -11.6770  0.3353
H 12.6540 6.9110 -10.3414  0.0074
H 12.1202 5.8175 -11.5961  0.0537
H 9.9819 6.1891 -10.8613  0.3329
C 21.4919 9.0088 -11.4059  -1.3050
C 21.1524 8.5003 -12.7760  0.1024
O 20.5231 7.1956 -12.6704  -0.0992
H 22.2360 8.3572 -10.9477  0.4736
H 20.6900 9.0578 -10.6692  0.2862
H 21.9387 9.9975 -11.5107  0.3803
H 22.0568 8.3826 -13.3728  0.4457
H 20.5180 9.1922 -13.3300  -0.0759
H 21.1838 6.6815 -12.2005  0.1656

Properties
HOMO energy (alpha / beta) = -0.57751 / -0.57751 Ha
spin multiplicity = 2
LUMO energy (alpha / beta) = -11.80 / -12.23 eV
net charge = +3
HOMO-LUMO gap (alpha / beta) = 3.9 / 3.5 eV

=====

no.,E_tot (a.u.)
1,-6413.6685
2,-2654.1049
3,-1951.2620